[1]
Below is C32H40GeIrN4OSeSi as an isolated structure in a non-equilibrium geometry, with properties calculated with ωB97M-V/def2-TZVPD.

Geometry as XYZ:
```
81
Properties=species:S:1:pos:R:3:lowdin_charge:R:1
Ir -0.16 -0.27 0.39 0.96
Se -1.62 -0.98 2.13 0.47
Ge -1.95 1.97 -2.38 1.01
Si -1.31 -0.56 4.40 0.19
O -3.83 0.59 0.35 0.16
N -1.73 0.96 -0.72 -0.13
N 1.39 -1.21 0.99 -0.12
N 0.13 -1.82 -1.30 -0.29
N 0.95 1.35 1.05 -0.31
C 1.48 -2.57 0.60 -0.20
C -0.27 4.23 -2.14 -0.13
C -2.80 0.76 -0.14 -0.57
C 0.72 2.53 -3.52 -0.12
C 1.83 3.34 -3.73 -0.07
C 2.11 -4.89 0.79 -0.06
C 1.78 1.73 -0.13 -0.03
C -3.82 0.07 -3.36 -0.12
C 0.84 5.04 -2.34 -0.07
C 0.88 -2.88 -0.63 -0.21
C -1.20 -2.28 -1.75 -0.06
C 2.49 1.63 3.00 -0.04
C -3.01 -0.82 5.07 -0.22
C 0.16 2.52 1.50 -0.05
C -0.72 1.17 4.72 -0.21
C 2.04 -3.61 1.33 -0.01
C 1.60 -5.17 -0.46 -0.07
C -3.58 -1.36 -5.28 -0.06
C 3.20 -1.05 2.74 -0.01
C 3.46 1.09 3.83 -0.07
C 2.17 -0.55 1.94 -0.22
C -4.31 -0.94 -4.17 -0.06
C -1.86 0.24 -4.75 -0.11
C 0.88 -1.27 -2.45 -0.05
C -0.09 -1.81 5.03 -0.21
C 1.89 4.59 -3.13 -0.06
C 0.96 -4.15 -1.17 -0.02
C 1.87 0.82 2.06 -0.23
C -0.34 2.96 -2.72 -0.34
C -2.58 0.66 -3.63 -0.33
C -2.36 -0.76 -5.57 -0.07
C 3.82 -0.23 3.67 -0.06
H -1.12 -3.01 -2.56 0.09
H 0.25 1.36 4.27 0.00
H -1.76 -1.42 -2.12 0.06
H 2.39 -3.46 2.34 0.10
H 1.89 -1.02 -2.14 0.10
H 2.44 0.91 -0.38 0.10
H -3.04 2.94 -1.92 0.03
H 1.13 1.97 -0.97 0.05
H -1.44 1.92 4.38 0.04
H -0.52 2.79 0.70 0.07
H -0.91 0.70 -5.00 0.09
H -0.40 -2.82 4.77 0.03
H -3.03 -0.64 6.15 0.04
H 3.54 -2.07 2.64 0.09
H 2.64 3.00 -4.35 0.11
H -3.97 -2.14 -5.92 0.11
H 0.92 -2.00 -3.26 0.11
H -5.27 -1.38 -3.96 0.11
H 2.23 2.68 3.08 0.12
H 0.01 -1.76 6.12 0.04
H -4.41 0.39 -2.51 0.10
H -3.37 -1.84 4.90 0.04
H 2.37 2.61 0.13 0.11
H 2.55 -5.68 1.38 0.11
H 0.88 6.02 -1.89 0.11
H 0.37 -0.37 -2.80 0.06
H -0.61 1.30 5.81 0.05
H -0.41 2.24 2.38 0.07
H -1.73 -2.72 -0.91 0.10
H -1.08 4.59 -1.53 0.10
H 4.60 -0.66 4.29 0.11
H 0.51 -4.36 -2.13 0.11
H 0.71 1.55 -3.99 0.08
H 1.66 -6.16 -0.88 0.11
H -1.80 -1.08 -6.44 0.11
H -3.72 -0.13 4.60 0.03
H 0.89 -1.63 4.59 0.02
H 3.94 1.72 4.57 0.11
H 2.75 5.23 -3.30 0.11
H 0.81 3.37 1.71 0.10
```

Properties
- Electronic energy: -174415.8143 eV
- Multiplicity: 1
- E_LUMO (spin up / spin down): -3.47 / -3.47 eV
- Highest occupied orbital energy (spin up / spin down): -9.72 / -9.72 eV
- Energy above the lowest of the compared OMol25 structures with the same formula, charge and spin: 136.6 kJ/mol
- Charge: +1

[2]
Below is C6H10N2 as an isolated structure in a non-equilibrium geometry, with properties calculated with ωB97M-V/def2-TZVPD.

Geometry as XYZ:
```
18
Properties=species:S:1:pos:R:3:lowdin_charge:R:1
N 1.77 -0.71 0.04 0.02
N 1.90 1.70 -0.19 0.13
C 1.31 0.65 0.11 -0.40
C -2.98 0.54 -0.29 -0.15
C -0.06 0.25 0.67 -0.12
C -0.43 -0.66 -0.38 -0.32
C 0.66 -1.52 -0.20 -0.29
C -1.69 -0.10 0.36 -0.19
H -0.43 -0.20 -1.31 0.13
H -3.21 -0.36 -1.26 0.14
H 0.23 -2.20 0.65 0.16
H -2.69 1.62 -0.87 0.10
H 2.85 -0.79 -0.32 0.22
H 0.09 -0.27 1.56 0.10
H -1.95 -0.75 1.31 0.14
H -4.10 0.67 0.71 0.18
H 1.45 2.58 -0.13 0.04
H 1.11 -2.23 -0.86 0.11
```

Properties
- Electronic energy: -9355.9360 eV
- Multiplicity: 1
- E_LUMO: 0.68 eV
- Highest occupied orbital energy: -8.68 eV
- Energy above the lowest of the compared OMol25 structures with the same formula, charge and spin: 820.2 kJ/mol
- Charge: 0

[3]
Below is one molecule with the formula CFNO2S2 in a non-equilibrium geometry, with properties calculated with ωB97M-V/def2-TZVPD.

Geometry as XYZ:
```
7
Properties=species:S:1:pos:R:3:lowdin_charge:R:1
S 0.00 1.36 3.34 0.72
S 0.43 -0.98 -1.54 1.07
F -0.63 -0.77 -2.81 -0.32
O 1.40 0.04 -1.70 -0.36
O -0.43 -0.70 -0.05 -0.34
N -0.53 0.37 0.81 -0.02
C -0.25 0.68 1.94 -0.75
```

Properties
- Electronic energy: -31006.0519 eV
- Multiplicity: 1
- E_LUMO: -0.75 eV
- Highest occupied orbital energy: -9.61 eV
- Energy above the lowest of the compared OMol25 structures with the same formula, charge and spin: 212.1 kJ/mol
- Charge: 0

[4]
Below is C10H24ClI2LaOP2 as an isolated structure in a non-equilibrium geometry, with properties calculated with ωB97M-V/def2-TZVPD.

Geometry as XYZ:
```
41
Properties=species:S:1:pos:R:3:lowdin_charge:R:1
La 0.09 -1.01 -1.42 1.45
I -1.51 3.55 -0.16 0.12
I 1.10 3.68 -0.07 0.12
Cl -0.07 -3.07 -2.85 -0.11
P -0.11 1.16 -3.48 0.61
P 0.20 -0.65 1.34 0.80
O 0.07 5.59 3.54 0.07
C -0.22 2.89 -4.02 -0.28
C 1.14 0.52 -4.68 -0.28
C 1.18 -0.39 2.83 -0.40
C -0.11 5.11 2.54 -0.17
C -1.43 -1.05 2.09 -0.40
C -1.66 0.49 -4.21 -0.29
C 1.20 -3.37 1.77 -0.08
C 0.70 0.66 3.80 -0.11
C -1.49 -1.76 3.44 -0.11
C 0.81 -2.31 0.69 -0.56
H 1.76 -2.08 0.15 0.06
H 1.19 -0.58 -4.64 0.03
H 0.70 3.40 -3.72 0.04
H -2.54 0.92 -3.72 0.06
H -1.70 0.75 -5.28 0.07
H -0.36 0.58 4.02 0.06
H 1.58 -4.23 1.20 0.10
H 2.19 -0.14 2.50 0.10
H -1.86 -0.04 2.21 0.09
H 0.91 1.66 3.42 0.08
H 1.23 -1.38 3.30 0.08
H 2.00 -2.98 2.42 0.08
H -2.02 -1.58 1.33 0.08
H -1.06 3.40 -3.54 0.03
H -1.04 -1.17 4.24 0.07
H 0.08 -2.86 0.01 0.02
H -0.33 2.93 -5.12 0.07
H -2.55 -1.88 3.69 0.10
H 1.26 0.53 4.73 0.10
H 2.13 0.92 -4.42 0.06
H -1.70 -0.61 -4.10 0.02
H -1.02 -2.75 3.46 0.07
H 0.89 0.85 -5.70 0.07
H 0.35 -3.67 2.40 0.08
```

Properties
- Electronic energy: -60953.7507 eV
- Multiplicity: 1
- E_LUMO: -8.02 eV
- Highest occupied orbital energy: -14.76 eV
- Energy above the lowest of the compared OMol25 structures with the same formula, charge and spin: 0.0 kJ/mol
- Charge: +2

[5]
Below is C3H3KO2 as an isolated structure in a non-equilibrium geometry, with properties calculated with ωB97M-V/def2-TZVPD.

Geometry as XYZ:
```
9
Properties=species:S:1:pos:R:3:lowdin_charge:R:1
K -0.81 -1.61 2.14 0.81
O -1.36 0.37 -0.81 -0.28
O -1.14 1.14 2.25 -0.10
C -0.35 -0.33 -0.25 -0.46
C 0.96 -0.33 -1.03 -0.19
C -1.23 1.83 1.32 0.05
H 1.21 -1.38 -1.27 0.05
H 1.78 0.05 -0.39 0.05
H 0.93 0.26 -1.96 0.06
```

Properties
- Electronic energy: -23576.6996 eV
- Multiplicity: 1
- E_LUMO: -0.77 eV
- Highest occupied orbital energy: -6.05 eV
- Energy above the lowest of the compared OMol25 structures with the same formula, charge and spin: 152.6 kJ/mol
- Charge: 0

[6]
Below is one molecule with the formula C5H11NO, with properties calculated with ωB97M-V/def2-TZVPD.

Geometry as XYZ:
```
18
Properties=species:S:1:pos:R:3:lowdin_charge:R:1
O 0.40 -1.44 -1.53 0.04
N -0.02 -0.45 0.46 -0.13
C -1.46 -0.49 0.18 -0.21
C 0.80 -0.75 -0.60 -0.51
C -1.83 0.57 -0.86 -0.08
C 2.17 -0.09 -0.65 0.00
C 0.41 0.31 1.60 -0.07
H 2.51 -0.15 -1.68 0.08
H -1.74 -1.49 -0.17 0.12
H -1.30 0.34 -1.79 0.07
H -0.14 -0.02 2.49 0.09
H -1.52 1.57 -0.52 0.07
H 0.25 1.40 1.48 0.09
H -2.91 0.60 -1.07 0.07
H -1.99 -0.30 1.12 0.11
H 2.09 0.97 -0.36 0.08
H 2.90 -0.57 0.00 0.08
H 1.48 0.14 1.80 0.08
```

Properties
- Electronic energy: -8901.2161 eV
- SMILES: CCN(C)C(C)=O
- Multiplicity: 1
- E_LUMO: 0.92 eV
- Highest occupied orbital energy: -9.13 eV
- Energy above the lowest of the compared OMol25 structures with the same formula, charge and spin: 46.4 kJ/mol
- Charge: 0

[7]
Below is C24H64N4O12SSr2 as an isolated structure in a non-equilibrium geometry, with properties calculated with ωB97M-V/def2-TZVPD.

Geometry as XYZ:
```
107
Properties=species:S:1:pos:R:3:lowdin_spin:R:1
Sr -2.23 1.71 -1.75 0.00
Sr 2.83 -0.49 0.68 0.00
S 0.46 0.79 -0.57 0.00
O -0.07 -3.18 -5.45 0.00
O -0.14 0.61 -1.92 0.00
O 1.93 1.36 -3.94 0.00
O -3.09 2.72 0.58 0.00
O 1.82 1.33 -0.51 0.00
O -2.27 -0.70 4.90 0.00
O -0.44 1.69 0.09 0.00
O 0.44 -0.46 0.12 0.00
O 1.19 6.38 1.70 0.00
O 4.40 5.32 -2.27 0.69
O -0.95 -6.66 0.71 0.00
O -0.03 -5.06 3.75 0.00
N 1.83 4.04 0.09 0.00
N 0.69 -4.66 1.11 0.00
N -1.41 0.93 2.67 0.00
N 1.21 -1.22 -3.66 0.00
C -0.06 -3.33 -4.08 0.00
C 1.01 2.33 -4.31 0.00
C 0.22 -3.53 2.02 0.00
C -2.62 -1.12 3.61 0.00
C 4.46 5.83 -3.63 0.11
C 1.47 -0.74 -5.04 0.00
C -1.26 -5.52 -0.15 0.00
C 3.03 5.22 -1.82 0.05
C 0.53 -3.84 3.45 0.00
C 0.67 5.12 2.02 0.00
C -3.15 4.15 0.84 0.00
C 0.08 -4.74 -0.27 0.00
C 0.69 -5.88 4.63 0.00
C -1.08 -3.89 -6.08 0.00
C -0.06 -2.02 -3.29 0.00
C -2.62 1.83 2.94 0.00
C 1.60 4.03 1.55 0.00
C -2.02 -7.46 1.04 0.00
C 0.60 7.53 2.27 0.00
C 2.45 0.50 -4.94 0.00
C -3.54 1.85 1.66 0.00
C 3.16 4.62 -0.35 0.00
C -1.61 -0.61 2.66 0.00
C -3.12 -1.40 5.91 0.00
H -1.84 -1.00 1.67 0.00
H 2.43 6.13 -1.81 0.02
H -2.77 -6.86 1.55 0.00
H 0.13 -6.81 4.71 0.00
H -0.70 1.26 3.31 0.00
H -4.11 -1.48 5.46 0.00
H -1.55 -5.88 -1.14 0.00
H 2.76 1.02 -5.85 0.00
H 0.53 -0.44 -5.50 0.00
H 0.73 5.13 3.11 0.00
H -0.85 -3.41 1.82 0.00
H 0.76 -5.45 5.63 0.00
H 1.57 -3.59 3.66 0.00
H 0.77 -2.69 1.60 0.00
H -2.09 -4.86 0.10 0.00
H 1.51 3.18 -4.77 0.00
H 0.64 -5.56 1.58 0.00
H -0.23 -2.07 -2.22 0.00
H -2.42 2.79 3.40 0.00
H 1.07 3.11 1.77 0.00
H -3.41 -0.95 6.86 0.00
H 3.73 3.69 -0.28 0.00
H 3.57 5.40 0.29 0.00
H -0.37 5.02 1.71 0.00
H -0.49 7.49 2.24 0.00
H -3.33 4.95 0.13 0.00
H -2.23 4.55 1.27 0.00
H 4.10 6.82 -3.90 0.05
H 5.54 5.86 -3.80 0.00
H 0.94 8.41 1.73 0.00
H -3.71 0.81 1.41 0.00
H 1.11 4.52 -0.42 0.00
H 0.61 -4.10 -3.69 0.00
H 0.35 2.64 -3.50 0.00
H -3.28 1.35 3.66 0.00
H -3.60 -0.75 3.29 0.00
H 3.98 5.10 -4.28 0.06
H 0.74 -5.19 -1.02 0.00
H 1.00 -0.40 -3.10 0.00
H -0.95 -1.46 -3.57 0.00
H 3.40 0.12 -4.56 0.00
H 1.66 -4.42 0.96 0.00
H -1.60 -8.23 1.69 0.00
H -0.19 -3.73 -0.56 0.00
H -0.84 -3.71 -7.13 0.00
H -4.55 2.27 1.72 0.00
H -3.80 4.32 1.70 0.00
H -2.63 -2.37 5.93 0.00
H -2.77 -2.20 3.60 0.00
H -0.95 -3.84 -3.73 0.00
H -2.08 -3.51 -5.86 0.00
H 1.87 3.07 -0.21 0.00
H 1.67 -6.04 4.18 0.00
H -0.97 -4.95 -5.85 0.00
H -0.98 1.12 1.78 0.00
H 1.99 -1.69 -3.21 0.00
H 0.32 1.90 -5.03 0.00
H 2.50 4.51 -2.46 0.03
H -2.53 -7.92 0.20 0.00
H -0.62 -1.04 2.82 0.00
H -0.04 -3.17 4.09 0.00
H 2.04 -1.48 -5.60 0.00
H 2.49 3.85 2.15 0.00
H 0.96 7.52 3.30 0.00
```

Properties
- Electronic energy: -68868.1610 eV
- Multiplicity: 2
- E_LUMO (spin up / spin down): -19.13 / -21.48 eV
- Highest occupied orbital energy (spin up / spin down): -23.64 / -23.64 eV
- Expectation value of S²: 0.75
- Charge: +7

[8]
Below is C2H2CuLiO2 as an isolated structure in a non-equilibrium geometry, with properties calculated with ωB97M-V/def2-TZVPD.

Geometry as XYZ:
```
8
Properties=species:S:1:pos:R:3:lowdin_spin:R:1
Cu -0.39 -0.17 0.65 0.30
O 0.34 0.74 -0.77 0.01
O -0.37 -1.18 1.97 0.69
C 1.17 0.80 -1.61 0.00
C 2.17 0.64 -2.42 0.01
Li -0.46 -2.57 2.95 0.00
H 3.13 1.11 -2.18 0.00
H 2.00 0.14 -3.38 0.00
```

Properties
- Electronic energy: -51037.3389 eV
- Multiplicity: 2
- E_LUMO (spin up / spin down): -3.78 / -5.60 eV
- Highest occupied orbital energy (spin up / spin down): -13.90 / -13.86 eV
- Expectation value of S²: 0.76
- Energy above the lowest of the compared OMol25 structures with the same formula, charge and spin: 48.4 kJ/mol
- Charge: +1

Please write out number 2 again, unchanged.
Below is C6H10N2 as an isolated structure in a non-equilibrium geometry, with properties calculated with ωB97M-V/def2-TZVPD.

Geometry as XYZ:
```
18
Properties=species:S:1:pos:R:3:lowdin_charge:R:1
N 1.77 -0.71 0.04 0.02
N 1.90 1.70 -0.19 0.13
C 1.31 0.65 0.11 -0.40
C -2.98 0.54 -0.29 -0.15
C -0.06 0.25 0.67 -0.12
C -0.43 -0.66 -0.38 -0.32
C 0.66 -1.52 -0.20 -0.29
C -1.69 -0.10 0.36 -0.19
H -0.43 -0.20 -1.31 0.13
H -3.21 -0.36 -1.26 0.14
H 0.23 -2.20 0.65 0.16
H -2.69 1.62 -0.87 0.10
H 2.85 -0.79 -0.32 0.22
H 0.09 -0.27 1.56 0.10
H -1.95 -0.75 1.31 0.14
H -4.10 0.67 0.71 0.18
H 1.45 2.58 -0.13 0.04
H 1.11 -2.23 -0.86 0.11
```

Properties
- Electronic energy: -9355.9360 eV
- Multiplicity: 1
- E_LUMO: 0.68 eV
- Highest occupied orbital energy: -8.68 eV
- Energy above the lowest of the compared OMol25 structures with the same formula, charge and spin: 820.2 kJ/mol
- Charge: 0